Record 1
Molecular formula: C10H20Cl10F4MgN2O8S4
Method: DFT, ωB97M-V/def2-TZVPD

- Kohn-Sham gap (eV) = 6.98
- energy above the lowest of the compared OMol25 structures with the same formula, charge and spin (kJ/mol) = 136.4
- LUMO energy (hartree) = -0.131

```
! RIJCOSX wB97M-V def2-TZVPD def2/J DEFGRID3
* xyz 0 1
Mg 0.1341 0.6723 2.0663
N -3.1849 1.2130 4.2898
S -3.2238 0.3509 5.5425
O -1.9851 -0.3282 5.8512
O -4.5012 -0.1937 5.9450
F -3.2036 1.6348 6.5009
S -2.9229 -0.0328 3.1898
O -3.5834 -1.2693 3.4193
O -1.5691 -0.0653 2.6095
F -3.7580 0.5881 2.0198
N 0.2864 0.0588 0.3316
S -0.7056 0.1673 -1.0891
O -1.2273 -1.0477 -1.6238
O -0.5202 1.3063 -1.9424
F -1.9824 0.7097 -0.2727
S 1.4818 -0.4055 -0.5840
O 2.1852 0.6029 -1.3317
O 1.4115 -1.7185 -1.1372
F 2.5195 -0.5978 0.6368
Cl -3.9925 -2.9805 -3.4323
C -2.8144 -1.9971 -4.3117
C -3.1636 -0.5165 -4.3747
Cl -1.8111 0.4505 -5.0224
H -2.6772 -2.3835 -5.3216
H -1.8004 -2.0311 -3.9102
H -3.3087 -0.0901 -3.3838
H -4.0584 -0.3125 -4.9581
Cl 5.7229 1.3028 6.1160
C 4.2662 1.7006 5.1581
C 4.3364 0.8416 3.9029
Cl 3.1519 1.4476 2.6770
H 4.2608 2.7780 5.0114
H 3.3939 1.4483 5.7570
H 4.0068 -0.1314 4.2598
H 5.2982 0.7960 3.4040
Cl -4.7814 3.1634 -3.2284
C -3.1490 3.0584 -2.5789
C -3.0090 3.8156 -1.2683
Cl -3.8663 3.0126 0.0673
H -2.4583 3.4740 -3.3136
H -2.8193 2.0296 -2.4663
H -3.3533 4.8424 -1.3498
H -1.9617 3.7577 -0.9742
Cl -2.6901 -5.1134 -0.6370
C -1.4881 -5.1567 -1.9485
C -0.1546 -4.6102 -1.4599
Cl 0.7396 -5.7913 -0.4677
H -1.8005 -4.4813 -2.7456
H -1.4904 -6.1567 -2.3724
H -0.2791 -3.6474 -0.9693
H 0.4829 -4.3719 -2.3126
Cl 7.2952 2.0521 -2.1363
C 5.6262 1.5242 -1.6920
C 5.5222 1.0399 -0.2825
Cl 6.4823 -0.4244 0.0010
H 5.2396 0.8614 -2.4623
H 5.0086 2.4202 -1.7788
H 4.4629 0.9919 -0.0308
H 5.9798 1.7419 0.4141
*
```

***

Record 2
Molecular formula: C10H20Cl10NiO4PSn2
Method: DFT, ωB97M-V/def2-TZVPD

- Kohn-Sham gap (spin up / spin down) (eV) = 3.80 / 6.24
- LUMO energy (spin up / spin down) (hartree) = -0.348 / -0.315

```
! RIJCOSX wB97M-V def2-TZVPD def2/J DEFGRID3
* xyz 2 4
Ni -1.6279 -1.1131 0.8364
Sn -2.9724 2.1108 -2.7809
Sn -0.7803 3.8657 1.1350
P -0.8095 0.6058 -0.3694
O 0.0169 -0.7078 -0.2116
O -0.5714 1.9429 -1.1265
O -1.1909 0.8124 1.1122
O -2.1357 -0.0980 -0.7479
Cl 0.7015 -5.2114 -1.9433
C 0.0274 -3.5664 -2.1803
C -1.4400 -3.6036 -1.7653
Cl -1.5650 -3.4898 0.0023
H 0.2548 -3.2876 -3.2092
H 0.5013 -2.7652 -1.6134
H -1.9284 -4.4811 -2.1890
H -1.9091 -2.6558 -2.0292
Cl 4.2058 3.6424 -1.3770
C 3.0197 2.3689 -1.7234
C 2.8743 1.4480 -0.5376
Cl 2.2460 2.3146 0.8963
H 3.4174 1.7239 -2.5070
H 2.0506 2.7890 -1.9925
H 3.8042 0.9393 -0.2831
H 2.2222 0.5841 -0.6667
Cl -0.4426 2.7874 -5.0408
C 0.7484 1.4574 -5.2818
C 0.5824 0.3572 -4.2398
Cl -0.9938 -0.4308 -4.4669
H 1.7398 1.8985 -5.1787
H 0.5509 1.0883 -6.2882
H 0.6922 0.7117 -3.2149
H 1.2740 -0.4681 -4.4089
Cl -1.3498 1.5407 4.0141
C -2.2755 1.1171 5.4951
C -3.6830 1.7451 5.6302
Cl -4.7271 1.5377 4.1475
H -1.6590 1.4906 6.3127
H -2.2872 0.0273 5.5139
H -3.6291 2.8310 5.7083
H -4.1960 1.4150 6.5336
Cl 3.5586 -1.2937 1.9023
C 1.9550 -2.1105 2.1919
C 0.8499 -1.2376 2.8623
Cl -0.7026 -2.0895 2.9330
H 2.2092 -3.0285 2.7217
H 1.5323 -2.3725 1.2220
H 0.6942 -0.2820 2.3616
H 1.1475 -0.8598 3.8404
*
```

***

Record 3
Molecular formula: C10H20ClFO3PS
Method: DFT, ωB97M-V/def2-TZVPD

- Kohn-Sham gap (eV) = 6.46
- LUMO energy (hartree) = -0.177

```
! RIJCOSX wB97M-V def2-TZVPD def2/J DEFGRID3
* xyz 1 1
C 3.9583 0.5570 0.4321
P 3.8530 0.4240 -1.3744
C 4.1534 2.0808 -2.0798
S 1.8203 0.1715 -1.8634
F 1.7549 -1.4184 -1.9099
C 0.7236 0.4233 -0.4452
C -0.1255 1.6546 -0.7629
O -1.0722 1.6364 -1.4603
Cl 0.4778 3.1069 0.0004
H 4.9782 0.2592 0.6902
H 3.2795 -0.1580 0.9063
H 3.7531 1.5624 0.8064
H 5.1396 2.0400 -2.5453
H 4.1410 2.8485 -1.3045
H 3.4239 2.3430 -2.8492
H 0.0686 -0.4494 -0.3864
H 1.3035 0.5303 0.4657
C -4.0558 0.6631 -1.9508
C -5.4996 0.2286 -1.8242
O -6.1778 0.5805 -0.8893
C -6.0401 -0.6619 -2.9159
H -3.8014 1.3059 -1.1118
H -3.4008 -0.2105 -1.9604
H -3.9000 1.2065 -2.8841
H -5.4550 -1.5816 -2.9751
H -5.9652 -0.1589 -3.8817
H -7.0798 -0.9042 -2.7114
C 2.0028 -2.5856 3.6225
C 1.1401 -1.4292 3.2046
O 1.4634 -0.6902 2.2894
C -0.1363 -1.2182 3.9664
H 2.8962 -2.6377 3.0049
H 2.2883 -2.4737 4.6696
H 1.4418 -3.5174 3.5347
H 0.0852 -1.0661 5.0239
H -0.7653 -2.1067 3.8894
H -0.6717 -0.3546 3.5798
*
```

***

Record 4
Molecular formula: C10H20ClMnN4O4S
Method: DFT, ωB97M-V/def2-TZVPD

- Kohn-Sham gap (spin up / spin down) (eV) = 3.36 / 4.09
- energy above the lowest of the compared OMol25 structures with the same formula, charge and spin (kJ/mol) = 261.8
- LUMO energy (spin up / spin down) (hartree) = 0.100 / 0.099

```
! RIJCOSX wB97M-V def2-TZVPD def2/J DEFGRID3
* xyz -1 6
Mn 0.9258 1.0157 -0.6722
C -1.4064 -0.9988 0.9781
C -1.6811 0.4943 1.2731
N -0.4679 1.2889 1.3165
C 0.2113 1.4465 2.5936
C 0.6952 0.1559 3.2397
S 2.0150 -0.7300 2.3603
C 1.2029 -2.2617 1.8603
C 0.6622 -2.2860 0.4362
N -0.2424 -1.1847 0.1156
H -2.3085 -1.4351 0.5352
H -1.2391 -1.5344 1.9104
H -2.2596 0.5621 2.2065
H -2.3028 0.9100 0.4796
H -0.6577 2.2230 0.9644
H -0.4435 1.9458 3.3249
H 1.0746 2.0881 2.3988
H -0.1265 -0.5405 3.4242
H 1.0999 0.4211 4.2179
H 0.4444 -2.5303 2.5990
H 1.9726 -3.0341 1.9215
H 0.1908 -3.2691 0.2755
H 1.5098 -2.2065 -0.2458
H -0.5420 -1.3072 -0.8428
N -0.5832 -0.1508 -2.9690
C -0.9116 -1.3235 -3.5235
C 0.2134 -2.1137 -3.4938
C 1.2033 -1.2817 -2.9235
N 0.7210 -0.0958 -2.6305
H -1.0787 0.7365 -2.9881
H -1.9236 -1.5314 -3.8332
H 0.3113 -3.1329 -3.8268
H 2.2450 -1.4758 -2.7124
C 2.7686 1.4616 -0.1826
H 3.4808 1.0214 0.5164
H 3.2896 2.2205 -0.7862
O -1.8100 4.2976 -2.4825
Cl -1.6306 3.3153 -1.4537
O -1.1200 3.9083 -0.2465
O -2.8638 2.6042 -1.1893
O -0.6383 2.3071 -1.9452
*
```

***

Record 5
Molecular formula: C10H20F2N2
Method: DFT, ωB97M-V/def2-TZVPD

- Kohn-Sham gap (eV) = 7.49
- energy above the lowest of the compared OMol25 structures with the same formula, charge and spin (kJ/mol) = 0.0
- LUMO energy (hartree) = 0.030
- SMILES string = CC(C)/C(=C(\F)N(C)N)[C@@H](C)[C@H](C)F

```
! RIJCOSX wB97M-V def2-TZVPD def2/J DEFGRID3
* xyz 0 1
C 0.6923 -2.9558 -0.7203
C 0.0266 -1.8683 0.1956
C 0.1124 -2.1033 1.7176
C 0.2026 -0.4819 -0.2809
C 1.6419 0.1127 -0.1082
F 2.5999 -0.7002 0.2390
N 2.1300 1.3841 -0.2386
C 3.4281 1.7607 0.1584
N 1.1163 2.4186 -0.4683
C -0.9605 0.3660 -0.6672
C -1.9518 -0.5545 -1.5245
C -1.8072 0.8145 0.5962
C -2.8883 1.8065 0.1777
F -0.9666 1.3415 1.6230
H 0.0876 -3.0923 -1.5398
H 0.9268 -3.7937 -0.2539
H 1.6244 -2.6541 -1.0775
H -0.9388 -2.1865 0.1293
H 1.0709 -2.3111 1.9939
H -0.5970 -2.8633 2.1756
H -0.0456 -1.1955 2.1226
H 4.1943 1.0139 0.0465
H 3.8882 2.4283 -0.5592
H 3.3492 2.0660 1.2742
H 0.5360 2.5452 0.3654
H 1.6305 3.3105 -0.5053
H -0.8113 1.3194 -1.1364
H -1.4443 -0.6661 -2.5161
H -2.2995 -1.4567 -1.0895
H -2.8328 0.0628 -1.7924
H -2.0237 -0.1155 1.1940
H -3.1270 2.5538 1.0254
H -2.8147 2.3811 -0.7209
H -3.7486 1.3136 0.1645
*
```

***

Record 6
Molecular formula: C10H20FeO5
Method: DFT, ωB97M-V/def2-TZVPD

- Kohn-Sham gap (spin up / spin down) (eV) = 11.39 / 7.36
- LUMO energy (spin up / spin down) (hartree) = -0.401 / -0.538

```
! RIJCOSX wB97M-V def2-TZVPD def2/J DEFGRID3
* xyz 3 6
Fe 0.1782 0.0946 -0.5017
C -2.6287 1.2651 -0.6223
C -2.3885 0.7753 -2.0258
O -1.2435 -0.1415 -1.9217
C -1.3680 -1.4617 -2.5440
C -1.3183 -2.4539 -1.4031
O -0.3890 -1.8705 -0.4276
C 0.5005 -2.8509 0.2058
C 1.0529 -2.1472 1.4171
O 1.2333 -0.7526 0.9903
C 2.4372 -0.0608 1.4700
C 2.0472 1.3881 1.5762
O 1.0787 1.6318 0.5020
C 0.3777 2.9132 0.6382
C -1.0676 2.5502 0.8527
O -1.2711 1.4845 -0.1273
H -3.1393 0.5657 0.0386
H -3.1564 2.2183 -0.6357
H -2.0995 1.5805 -2.6987
H -3.2383 0.2366 -2.4378
H -0.5340 -1.5745 -3.2354
H -2.2969 -1.5076 -3.1067
H -0.9083 -3.4029 -1.7470
H -2.2680 -2.6212 -0.8980
H 1.2782 -3.1061 -0.5154
H -0.0718 -3.7400 0.4659
H 2.0161 -2.5632 1.7068
H 0.3731 -2.1312 2.2671
H 3.2326 -0.2349 0.7450
H 2.7244 -0.4748 2.4347
H 2.9033 2.0448 1.4235
H 1.5533 1.6215 2.5190
H 0.5352 3.4734 -0.2815
H 0.8042 3.4655 1.4729
H -1.7153 3.3874 0.5937
H -1.3160 2.1776 1.8459
*
```